(1)
ORCA calculation (the ωB97M-V functional and the def2-TZVPD basis) on the molecule C22H23N3O4S at a distorted geometry.

ORCA input file:
```
! wB97M-V def2-TZVPD RIJCOSX def2/J DEFGRID3
* xyz 0 1
C 1.885 -3.651 -5.473
C 1.731 -3.812 -3.979
O 2.275 -4.735 -3.405
C 0.928 -2.809 -3.275
C 0.004 -1.904 -3.813
N -0.483 -1.180 -2.797
C 0.078 -1.554 -1.602
C 0.966 -2.585 -1.865
C 1.830 -3.312 -0.891
H 2.497 -2.624 -0.368
H 1.224 -3.854 -0.165
H 2.436 -4.041 -1.422
C -0.396 -0.822 -0.427
O -1.224 0.064 -0.553
N 0.153 -1.215 0.765
C -0.079 -0.696 2.032
C -1.034 0.288 2.283
C -1.172 0.773 3.566
C -0.405 0.314 4.618
C 0.524 -0.687 4.373
C 0.692 -1.179 3.093
H 1.429 -1.947 2.907
H 1.126 -1.075 5.180
H -0.557 0.729 5.601
S -2.233 2.196 3.803
O -2.421 2.437 5.203
O -3.390 2.092 2.973
N -1.232 3.427 3.218
C -0.903 3.320 1.854
C 0.397 3.086 1.415
C 0.663 2.970 0.062
C -0.356 3.079 -0.865
C -1.650 3.319 -0.431
C -1.925 3.448 0.916
H -2.929 3.621 1.263
H -2.452 3.408 -1.148
H -0.143 2.980 -1.919
H 1.676 2.783 -0.264
H 1.205 2.985 2.124
C -0.199 3.799 4.157
H 0.556 3.016 4.296
H -0.691 3.980 5.109
H 0.284 4.713 3.813
H -1.660 0.667 1.494
H 0.837 -1.955 0.719
H -1.182 -0.451 -2.835
C -0.508 -1.681 -5.190
H -1.336 -0.976 -5.160
H 0.264 -1.273 -5.840
H -0.865 -2.610 -5.630
H 2.665 -4.326 -5.817
H 2.145 -2.628 -5.730
H 0.956 -3.915 -5.972
*
```

Max |F| = 1.16 eV/A
LUMO energy = 0.4 eV
Relative energy (zero: lowest compared OMol25 entry of this formula, charge and spin) = 26.40 kcal/mol

=====

(2)
ORCA calculation (the ωB97M-V functional and the def2-TZVPD basis) on a structure of composition C22H24AsClI2OPPb at a distorted geometry.

ORCA input file:
```
! wB97M-V def2-TZVPD RIJCOSX def2/J DEFGRID3
* xyz 3 1
I -0.217 -2.940 -1.822
I -0.213 2.964 -1.783
Pb 0.212 0.013 -1.705
P 0.137 0.014 -4.415
C -1.505 -0.004 -5.051
C 1.027 1.461 -4.914
H 1.980 -1.523 -4.335
H 1.254 -1.210 -5.959
H 0.441 -2.326 -4.785
C 1.048 -1.423 -4.908
H 1.969 1.561 -4.358
H 1.213 1.256 -5.971
H -1.352 -0.005 -6.135
H -2.064 0.889 -4.741
H 0.418 2.359 -4.771
H -2.045 -0.908 -4.737
C -2.096 0.013 -1.755
O -3.213 0.007 -1.718
Cl 2.599 0.031 -1.912
C -0.699 3.808 3.915
C 0.244 3.883 2.877
C 0.451 2.791 2.027
C -0.303 1.614 2.209
C -1.253 1.520 3.241
C -1.446 2.625 4.090
As 0.011 0.188 1.002
C 1.832 -0.436 1.455
C 2.313 -1.648 0.911
C 3.604 -2.095 1.256
C 4.406 -1.339 2.126
C 3.924 -0.127 2.639
C 2.639 0.348 2.296
C -1.519 -1.003 1.401
C -1.254 -2.279 1.902
C -2.335 -3.114 2.232
C -3.659 -2.672 2.047
C -3.905 -1.388 1.523
C -2.829 -0.551 1.182
H -0.856 4.654 4.573
H 0.824 4.791 2.732
H 1.167 2.864 1.210
H -1.838 0.621 3.384
H -2.179 2.565 4.882
H 1.712 -2.232 0.227
H 3.961 -3.031 0.854
H 5.392 -1.695 2.403
H 4.527 0.458 3.317
H 2.281 1.274 2.707
H -0.230 -2.609 2.031
H -2.137 -4.093 2.636
H -4.486 -3.319 2.310
H -4.921 -1.044 1.384
H -3.029 0.445 0.793
*
```

Max |F| = 3.09 eV/A
LUMO energy (alpha / beta) = -13.0 / -13.4 eV
Relative energy (zero: lowest compared OMol25 entry of this formula, charge and spin) = 0.00 kcal/mol

=====

(3)
ORCA calculation (the ωB97M-V functional and the def2-TZVPD basis) on a structure of composition C22H24BCoN7 at a distorted geometry.

ORCA input file:
```
! wB97M-V def2-TZVPD RIJCOSX def2/J DEFGRID3
* xyz 2 4
C -0.233 3.127 -0.779
N -0.212 1.841 -1.269
N 0.059 1.964 -2.637
C -0.008 3.259 -3.004
C -0.196 4.031 -1.846
B 0.284 0.664 -3.461
N 1.357 -0.215 -2.763
N 1.222 -0.556 -1.433
C 2.305 -1.328 -1.129
C 3.046 -1.569 -2.290
C 2.387 -0.887 -3.316
Co -0.760 0.064 -0.700
N -1.023 -0.164 -3.433
N -1.532 -0.600 -2.218
C -2.656 -1.327 -2.510
C -2.881 -1.281 -3.889
C -1.819 -0.557 -4.434
H -3.245 -1.822 -1.753
H -1.565 -0.266 -5.443
H -3.703 -1.687 -4.437
H 0.623 0.919 -4.588
H 2.505 -0.833 -4.393
H 0.055 3.540 -4.053
H 3.923 -2.173 -2.410
H -0.314 5.101 -1.820
H 2.520 -1.659 -0.120
H -0.238 3.359 0.286
H -0.636 -1.941 -0.042
C -0.064 -2.114 0.898
H 0.634 -2.924 0.665
H 0.458 -1.280 1.342
H -0.765 -2.478 1.653
C -1.265 3.611 3.797
C -0.175 2.802 3.456
C -0.247 1.877 2.408
C -1.471 1.698 1.718
C -2.559 2.548 2.040
C -2.462 3.460 3.081
N -1.715 0.617 0.867
C -2.678 -0.246 1.428
C -2.607 -0.706 2.768
C -3.602 -1.543 3.276
C -4.684 -1.937 2.470
C -4.764 -1.468 1.149
C -3.776 -0.639 0.634
H -1.200 4.338 4.625
H 0.746 2.913 4.028
H 0.621 1.259 2.180
H -3.506 2.412 1.516
H -3.312 4.089 3.327
H -1.791 -0.379 3.414
H -3.523 -1.904 4.309
H -5.455 -2.606 2.884
H -5.609 -1.771 0.540
H -3.876 -0.248 -0.378
*
```

Max |F| = 3.60 eV/A
<S²> = 4.22
LUMO energy (alpha / beta) = -10.3 / -10.0 eV

=====

Q: What is the max |F| in the first record?
A: 1.16 eV/A

=====

Q: Which of these has the highest max |F|?
A: C22H24BCoN7

=====

Q: What is the max |F| in the third record?
A: 3.60 eV/A